Here is one molecule with the formula C25H23NO at a distorted geometry from the OMol25 dataset. Energies are from ωB97M-V/def2-TZVPD.

Bonds (Å) are listed after each position.
Atoms and positions in Å:
1 O -3.408 -0.072 1.283  C2 1.236
2 C -2.173 -0.084 1.219  O1 1.236, C4 1.474, C19 1.468
3 C 1.661 1.606 -5.077  C6 1.359, H28 1.082, H29 1.085
4 C -1.488 0.812 0.270  C2 1.474, C5 1.366, C15 1.444
5 C -2.044 1.200 -0.916  C4 1.366, N23 1.416, H30 1.100
6 C 0.359 1.322 -5.339  C3 1.359, C25 1.496, H31 1.071
7 C 2.020 1.937 1.088  C8 1.412, C9 1.372, H32 1.097
8 C 2.274 2.562 -0.153  C7 1.412, C10 1.400, H33 1.093
9 C 0.796 1.375 1.349  C7 1.372, C15 1.390, H34 1.058
10 C 1.250 2.656 -1.104  C8 1.400, C16 1.380, H35 1.077
11 C 1.077 -2.782 0.298  C12 1.379, C17 1.385, H36 1.077
12 C 1.659 -3.524 1.304  C11 1.379, C18 1.385, H37 1.115
13 C -1.813 -0.720 3.616  C14 1.416, C19 1.417, H38 1.069
14 C -1.082 -1.364 4.643  C13 1.416, C20 1.410, H39 1.092
15 C -0.179 1.414 0.359  C4 1.444, C9 1.390, C16 1.414
16 C 0.019 2.077 -0.874  C10 1.380, C15 1.414, N23 1.388
17 C 0.065 -1.879 0.577  C11 1.385, C21 1.436, H40 1.096
18 C 1.305 -3.325 2.628  C12 1.385, C22 1.378, H41 1.061
19 C -1.462 -0.852 2.249  C2 1.468, C13 1.417, C21 1.408
20 C -0.007 -2.226 4.344  C14 1.410, C22 1.414, C24 1.506
21 C -0.366 -1.676 1.932  C17 1.436, C19 1.408, C22 1.464
22 C 0.341 -2.408 2.985  C18 1.378, C20 1.414, C21 1.464
23 N -1.132 2.001 -1.645  C5 1.416, C16 1.388, C26 1.492
24 C 0.656 -2.959 5.480  C20 1.506, H42 1.078, H43 1.092, H44 1.119
25 C -0.540 0.518 -4.453  C6 1.496, C27 1.531, H45 1.091, H46 1.106
26 C -1.297 2.511 -3.038  N23 1.492, C27 1.553, H47 1.096, H48 1.107
27 C -1.725 1.385 -4.020  C25 1.531, C26 1.553, H49 1.091, H50 1.084
28 H 2.232 1.286 -4.216  C3 1.082
29 H 2.178 2.154 -5.857  C3 1.085
30 H -3.038 0.882 -1.263  C5 1.100
31 H -0.052 1.628 -6.280  C6 1.071
32 H 2.772 1.929 1.888  C7 1.097
33 H 3.270 2.957 -0.365  C8 1.093
34 H 0.617 0.912 2.283  C9 1.058
35 H 1.469 3.139 -2.042  C10 1.077
36 H 1.349 -2.919 -0.736  C11 1.077
37 H 2.451 -4.277 1.081  C12 1.115
38 H -2.614 -0.099 3.954  C13 1.069
39 H -1.431 -1.185 5.662  C14 1.092
40 H -0.348 -1.296 -0.254  C17 1.096
41 H 1.802 -3.948 3.329  C18 1.061
42 H 0.523 -4.024 5.374  C24 1.078
43 H 1.736 -2.797 5.469  C24 1.092
44 H 0.303 -2.604 6.480  C24 1.119
45 H 0.050 0.188 -3.598  C25 1.091
46 H -0.926 -0.337 -5.040  C25 1.106
47 H -0.350 2.954 -3.365  C26 1.096
48 H -2.054 3.318 -3.053  C26 1.107
49 H -2.201 1.852 -4.883  C27 1.091
50 H -2.507 0.782 -3.575  C27 1.084

Values from the calculation:
- SMILES string: C=CCCCn1cc(C(=O)c2ccc(C)c3ccccc23)c2ccccc21
- Orbital gap: 8.1 eV
- E_tot: -1096.43264 hartree
- ΔE to the lowest compared entry with this formula, charge and spin: 220.64 kJ/mol
- HOMO level: -0.293 Ha
- LUMO: 0.12 eV